1.
The following is a quantum chemistry calculation of a cluster of 2 separate species, C16H33NO6P2 in total in a non-equilibrium geometry, from the Open Molecules 2025 dataset.

Element x y z (Å)
1 P -0.342 -3.734 -3.611
2 P -1.098 5.497 5.854
3 O -0.171 -3.042 -2.309
4 O -1.471 7.172 6.096
5 O -1.247 -4.397 -4.773
6 O 0.913 -4.786 -3.705
7 O 2.119 1.259 0.635
8 O 0.108 -2.598 -4.682
9 N 1.973 3.586 2.916
10 C -1.742 2.697 0.174
11 C 0.538 3.032 0.938
12 C 0.590 -6.730 -2.246
13 C -1.590 -5.779 -4.830
14 C -0.146 0.922 -0.081
15 C -1.439 1.412 -0.246
16 C -2.678 -6.151 -3.841
17 C 1.388 -5.479 -2.554
18 C 1.845 -1.089 -3.905
19 C -0.763 3.490 0.758
20 C 1.196 4.277 3.937
21 C 0.809 1.733 0.504
22 C 0.714 3.358 5.080
23 C 0.383 -1.261 -4.268
24 C 1.609 3.922 1.541
25 C -0.735 3.654 5.511
26 H 2.013 -0.118 -3.434
27 H 2.468 -1.152 -4.798
28 H 0.331 4.798 3.507
29 H 1.256 4.949 1.476
30 H -3.625 -5.693 -4.127
31 H -1.031 3.037 6.365
32 H 0.144 -0.070 -0.405
33 H -1.392 7.630 5.253
34 H 1.818 5.057 4.395
35 H -1.766 5.586 4.605
36 H 0.990 -7.229 -1.362
37 H 1.408 -4.823 -1.682
38 H -2.160 0.746 -0.704
39 H 2.205 0.897 1.523
40 H -0.704 -6.403 -4.724
41 H -2.817 -7.232 -3.816
42 H -1.375 3.358 4.671
43 H -0.458 -6.490 -2.056
44 H 0.271 5.793 6.044
45 H 2.506 3.790 0.930
46 H -0.273 -0.966 -3.450
47 H -1.958 -5.952 -5.842
48 H -1.065 4.488 1.062
49 H 2.194 -1.865 -3.223
50 H 2.008 2.591 3.075
51 H 2.422 -5.755 -2.767
52 H -1.841 5.179 7.004
53 H 0.693 2.339 4.669
54 H 0.629 -7.437 -3.076
55 H -2.750 3.057 0.005
56 H 0.145 -0.610 -5.111
57 H 1.392 3.338 5.936
58 H -2.442 -5.799 -2.834

Values from the calculation:
Structure (SMILES): O[PH3]CCCNCc1ccccc1O.CCOP(=O)(OCC)OCC
Total energy (Eh): -1818.33525

---

2.
The following is a quantum chemistry calculation of a structure of composition C9H6FIO2 in a non-equilibrium geometry, from the Open Molecules 2025 dataset.

Element x y z (Å)
1 I -2.647 0.314 1.326
2 F -0.330 1.018 -5.249
3 O 0.765 2.489 -2.917
4 O 0.532 1.702 -0.773
5 C 0.060 1.288 -2.933
6 C -0.346 0.589 -4.047
7 C -0.629 -0.435 -1.252
8 C -0.755 -0.661 -3.576
9 C 1.312 2.526 -1.676
10 C 0.255 -1.055 1.264
11 C -1.065 -1.026 0.529
12 C -0.022 0.746 -1.602
13 C -0.997 -1.067 -2.400
14 H 1.251 3.496 -1.171
15 H -1.336 -2.017 0.271
16 H 2.354 2.158 -1.557
17 H 0.138 -1.690 2.270
18 H 1.008 -1.492 0.569
19 H 0.522 -0.103 1.510

Values from the calculation:
Total energy (Eh): -894.35587

---

3.
The following is a quantum chemistry calculation of the molecule C4H5N3 in a non-equilibrium geometry, from the Open Molecules 2025 dataset.

Element x y z (Å)
1 N -1.036 1.940 1.153
2 N 0.377 -0.008 1.123
3 N -0.800 0.774 -0.834
4 C 0.016 -0.654 -1.552
5 C 0.925 -1.055 0.583
6 C 0.790 -1.468 -0.779
7 C -0.460 0.847 0.419
8 H -2.009 1.896 1.431
9 H 1.547 -1.664 1.245
10 H -0.716 2.886 0.984
11 H -0.023 -1.030 -2.612
12 H 1.324 -2.401 -1.070

Values from the calculation:
Structure (SMILES): Nc1ncccn1
Total energy (Eh): -319.59455
Energy above the lowest of the compared OMol25 structures with the same formula, charge and spin (kJ/mol): 308.9

---

4.
The following is a quantum chemistry calculation of the molecule C5H12N2O in a non-equilibrium geometry, from the Open Molecules 2025 dataset.

Element x y z (Å)
1 O 0.048 -1.882 0.753
2 N -1.615 -1.059 -0.503
3 N 0.939 0.326 -1.414
4 C 1.474 0.631 0.960
5 C -2.619 0.010 -0.675
6 C 0.374 0.381 -0.091
7 C -0.398 -0.928 0.156
8 C 1.909 2.064 0.983
9 H 1.184 2.670 1.537
10 H -1.961 -1.995 -0.359
11 H 2.900 2.167 1.409
12 H 0.917 0.372 1.872
13 H -2.192 0.978 -0.427
14 H -2.840 0.036 -1.742
15 H 1.701 -0.300 -1.600
16 H -0.353 1.189 -0.044
17 H -3.463 -0.172 -0.018
18 H 2.249 -0.126 0.870
19 H 1.835 2.560 0.012
20 H 0.349 0.368 -2.238

Values from the calculation:
Structure (SMILES): CC[C@@H](N)C(=O)NC
Total energy (Eh): -382.45810
Energy above the lowest of the compared OMol25 structures with the same formula, charge and spin (kJ/mol): 116.6

---

5.
The following is a quantum chemistry calculation of the molecule C4H5ClFNO in a non-equilibrium geometry, from the Open Molecules 2025 dataset.

Element x y z (Å)
1 Cl 2.521 -1.539 -0.445
2 F 2.315 1.570 0.181
3 O -2.782 -0.967 -0.011
4 N -1.529 -0.539 0.248
5 C 1.536 -0.555 0.562
6 C -1.215 0.451 -0.509
7 C 0.060 1.249 -0.494
8 C 1.196 0.757 0.005
9 H -2.023 0.765 -1.316
10 H -0.081 2.221 -0.912
11 H -2.666 -1.866 0.368
12 H 0.566 -1.072 0.751
13 H 2.102 -0.474 1.572

Values from the calculation:
Structure (SMILES): O/N=C/C=C(/F)CCl
Total energy (Eh): -845.36952
Energy above the lowest of the compared OMol25 structures with the same formula, charge and spin (kJ/mol): 255.2

---

6.
The following is a quantum chemistry calculation of a cluster of 2 separate species, C3H5F2NO2 in total in a non-equilibrium geometry, from the Open Molecules 2025 dataset.

Element x y z (Å)
1 F 1.790 0.700 -1.136
2 F 2.074 0.173 1.018
3 O -2.438 -1.999 0.313
4 O -1.168 2.312 -0.097
5 N -1.063 1.114 -0.092
6 C -0.994 -0.035 -0.015
7 C 2.227 1.139 0.077
8 C -1.059 -1.482 0.015
9 H -2.972 -1.630 -0.350
10 H -0.915 -1.925 -1.052
11 H 3.355 1.375 0.006
12 H 1.673 2.177 0.474
13 H -0.511 -1.917 0.839

Values from the calculation:
Structure (SMILES): [O-][N+]#CCO.FCF
Total energy (Eh): -522.13367
Energy above the lowest of the compared OMol25 structures with the same formula, charge and spin (kJ/mol): 429.2

---

7.
The following is a quantum chemistry calculation of a structure of composition C17H39OP3RhS in a non-equilibrium geometry, from the Open Molecules 2025 dataset.

Element x y z (Å)
1 Rh -0.035 0.975 -0.658
2 S -1.257 3.018 -0.171
3 P -0.996 0.270 -2.518
4 P 1.395 -0.799 -0.421
5 P 0.832 1.379 1.987
6 O -1.534 -1.173 0.909
7 C -3.103 4.504 -1.440
8 C 1.699 6.427 0.097
9 C 0.299 2.743 3.063
10 C 0.578 -0.011 3.169
11 C 0.258 0.285 -3.833
12 C -2.515 5.372 -2.278
13 C 0.800 4.602 -1.201
14 C 2.600 1.642 1.631
15 C 2.902 -0.372 -1.403
16 C -2.298 1.392 -3.112
17 C 2.168 -1.666 1.055
18 C -0.167 4.407 -0.208
19 C -0.327 5.323 0.842
20 C 0.918 -2.423 -1.190
21 C 0.569 6.373 0.934
22 C 1.832 5.505 -0.951
23 C -1.833 -1.371 -2.663
24 H 0.790 3.696 2.844
25 H 2.700 -2.544 0.650
26 H 0.094 -0.859 2.671
27 H -3.477 4.866 -0.502
28 H -2.615 1.057 -4.115
29 H -2.755 -1.386 -2.067
30 H -1.962 2.435 -3.155
31 H -0.766 2.914 2.882
32 H 0.920 1.134 -3.663
33 H 2.895 -1.063 1.613
34 H 3.382 0.514 -0.963
35 H 2.619 2.192 0.688
36 H 0.867 -0.614 -3.802
37 H -0.560 2.124 0.797
38 H -3.165 1.372 -2.442
39 H -1.218 -2.219 -2.338
40 H -3.455 3.553 -1.856
41 H 3.591 -1.231 -1.363
42 H 2.731 5.457 -1.574
43 H 2.393 7.278 0.115
44 H 0.049 -2.820 -0.644
45 H -0.181 0.368 -4.829
46 H -2.516 5.266 -3.369
47 H 1.783 -3.102 -1.116
48 H 3.125 0.699 1.466
49 H -1.358 -1.748 1.666
50 H -1.275 5.250 1.381
51 H -2.041 6.299 -1.957
52 H 0.401 7.116 1.695
53 H -2.101 -1.537 -3.719
54 H 0.650 -2.331 -2.247
55 H 0.733 3.997 -2.100
56 H 1.527 -0.352 3.615
57 H 0.414 2.454 4.115
58 H -2.367 -0.704 1.091
59 H 3.153 2.242 2.362
60 H -0.095 0.301 3.984
61 H 1.375 -2.001 1.734
62 H 2.621 -0.154 -2.446

Values from the calculation:
Total energy (Eh): -2277.98020
Energy above the lowest of the compared OMol25 structures with the same formula, charge and spin (kJ/mol): 40.9
Charge: +3
2S+1: 5

---

8.
The following is a quantum chemistry calculation of a structure of composition C38H47Cl3IN5O5SSi2Zr in a non-equilibrium geometry, from the Open Molecules 2025 dataset.

Element x y z (Å)
1 I -9.460 1.365 2.644
2 Zr -1.742 -0.876 0.178
3 Cl -4.207 -0.675 -3.970
4 Cl -3.978 -1.522 -0.941
5 Cl -1.438 -0.450 -2.273
6 S 0.773 0.350 -0.154
7 Si 2.588 1.269 -0.922
8 Si -3.687 0.300 -2.193
9 O 3.053 0.639 -2.321
10 O 2.168 2.799 -1.176
11 O -2.670 0.760 0.457
12 O 3.755 1.178 0.186
13 O -2.990 -1.144 1.596
14 N -2.043 -3.609 1.290
15 N -3.978 -4.779 0.693
16 N -0.065 -2.069 0.684
17 N -0.663 -2.722 -0.378
18 N 1.570 -0.750 2.557
19 C -2.727 2.299 2.923
20 C -6.736 1.790 1.346
21 C 3.502 -1.312 3.824
22 C -2.513 -4.094 -1.075
23 C -1.510 2.810 2.692
24 C -4.774 0.453 1.680
25 C 1.154 -1.460 0.326
26 C 2.564 -1.351 -3.547
27 C -4.547 -5.298 -1.607
28 C 5.325 1.368 1.956
29 C 2.263 -0.705 3.676
30 C 3.666 -0.477 -2.946
31 C -3.283 0.210 1.579
32 C -3.042 -4.620 -3.359
33 C 4.258 2.107 1.147
34 C -0.554 1.730 2.573
35 C -5.398 1.540 1.090
36 C 4.864 3.301 0.413
37 C 4.511 -1.266 -1.951
38 C 4.011 -2.019 2.745
39 C -0.084 3.660 -1.196
40 C -6.837 -0.163 2.756
41 C -3.110 -4.238 1.591
42 C 1.828 4.792 -2.384
43 C -4.206 -5.254 -2.949
44 C 3.137 2.571 2.070
45 C -3.695 -4.739 -0.666
46 C -5.507 -0.409 2.486
47 C -1.698 -3.463 -0.047
48 C -2.208 -4.026 -2.432
49 C -7.434 0.948 2.192
50 C -1.179 0.553 2.749
51 C 0.899 2.623 -3.250
52 C 4.555 0.086 -4.061
53 C -2.639 0.819 2.900
54 C 3.270 -2.095 1.577
55 C 1.199 3.448 -2.003
56 C 2.053 -1.422 1.523
57 H 2.726 1.720 2.607
58 H 6.114 1.007 1.301
59 H 2.087 5.351 -1.488
60 H 0.409 1.696 -2.971
61 H 1.997 -0.781 -4.278
62 H 1.879 -1.683 -2.771
63 H -1.317 -3.493 -2.729
64 H 5.326 0.723 -3.634
65 H 3.524 3.293 2.783
66 H -3.649 2.831 3.064
67 H -3.348 -4.388 2.636
68 H -5.008 -1.274 2.897
69 H 3.618 -2.672 0.734
70 H 1.793 -0.153 4.481
71 H 4.091 3.794 -0.168
72 H -7.390 -0.820 3.411
73 H -4.855 -5.711 -3.678
74 H 0.129 4.197 -0.276
75 H 0.247 3.178 -3.918
76 H -5.470 -5.760 -1.287
77 H 5.642 2.963 -0.266
78 H 1.636 -1.921 -0.551
79 H -2.794 -4.571 -4.406
80 H 4.879 0.519 2.464
81 H -4.837 -5.215 0.996
82 H 3.881 -1.640 -1.152
83 H 5.759 2.035 2.696
84 H 2.351 3.032 1.479
85 H 2.736 4.626 -2.959
86 H 5.031 -0.724 -4.607
87 H 5.267 -0.622 -1.509
88 H -0.762 -0.450 2.723
89 H -0.539 2.704 -0.937
90 H -0.792 4.236 -1.785
91 H 4.990 -2.102 -2.453
92 H 1.823 2.383 -3.767
93 H 0.496 1.882 2.407
94 H -4.824 2.180 0.437
95 H 4.968 -2.514 2.822
96 H 2.996 -2.221 -4.032
97 H 5.292 4.002 1.125
98 H -3.132 0.310 3.728
99 H -7.223 2.645 0.904
100 H -1.249 3.848 2.611
101 H 1.133 5.376 -2.979
102 H 4.048 -1.245 4.753
103 H 3.957 0.673 -4.754

Values from the calculation:
Total energy (Eh): -4829.05905
Energy above the lowest of the compared OMol25 structures with the same formula, charge and spin (kJ/mol): 566.3

---

9.
The following is a quantum chemistry calculation of the molecule C5H12N2O in a non-equilibrium geometry, from the Open Molecules 2025 dataset.

Element x y z (Å)
1 O -1.849 0.120 -0.307
2 N 0.228 1.067 0.037
3 N -0.945 -1.656 1.729
4 C -0.039 -1.104 0.650
5 C -0.239 2.445 0.073
6 C 1.243 0.996 -1.088
7 C -0.733 0.007 0.031
8 C 0.301 -2.238 -0.409
9 H -0.451 2.925 -0.868
10 H 0.795 -0.631 1.192
11 H 1.867 1.765 -0.902
12 H 1.515 0.015 -1.167
13 H -0.443 -2.842 -0.833
14 H 1.094 -2.921 0.053
15 H -1.143 -0.989 2.482
16 H -1.284 2.380 0.406
17 H 0.835 1.203 -2.015
18 H 0.245 3.080 0.756
19 H -1.740 -2.033 1.415
20 H 0.743 -1.589 -1.237

Values from the calculation:
Structure (SMILES): C[C@H](N)C(=O)N(C)C
Total energy (Eh): -382.38226
Energy above the lowest of the compared OMol25 structures with the same formula, charge and spin (kJ/mol): 315.8

---

- The highest total energy belongs to which entry?
  C4H5N3

---

- Look up the total energy of the fourth one.
  -382.45810 Eh

---

- total energy of number 9 (C5H12N2O)?
  -382.38226 Eh